[1]
The following is a DFT calculation (ωB97M-V/def2-TZVPD) of one molecule with the formula C5H10N2O2S at a distorted geometry.

The total energy is -23255.20600 eV. For the max |F|, the calculation gives 4.765 eV/A. Its HOMO energy is -0.3275 Ha.

Positions of all 20 atoms, in Å:
C (0.41813, -2.29586, -2.84740)
C (-0.60128, -1.69763, -0.67407)
C (-1.55816, -0.55167, -1.02595)
C (0.47631, 2.73230, 1.47375)
C (0.36396, 1.23225, 1.84741)
N (-0.19093, -2.36019, -1.86511)
N (0.47009, -1.23573, 0.11893)
O (1.04754, -2.54064, -3.77854)
O (2.32928, 0.17539, 0.61924)
S (0.99751, 0.42160, 0.21379)
H (-1.16985, -2.50765, -0.18842)
H (-2.18296, -0.79459, -1.80964)
H (-1.07174, 0.37964, -1.26490)
H (-2.16431, -0.31732, -0.14356)
H (-0.03764, 3.06623, 0.53550)
H (-0.16059, 3.31633, 2.19724)
H (1.53130, 2.91363, 1.43364)
H (-0.67781, 0.76269, 1.95492)
H (0.96258, 1.13272, 2.78513)
H (1.21858, -1.83150, 0.41803)

Cartesian forces, eV/Å:
C 1.486 -0.891 -1.417
C -1.201 -0.214 -0.361
C 0.629 0.474 2.432
C -2.810 -0.041 0.243
C -1.878 -0.418 -1.279
N -1.962 0.179 2.717
N -0.329 1.988 0.626
O 1.239 0.342 -2.394
O 4.756 -0.200 0.212
S -2.887 -0.786 1.341
H 0.090 0.550 0.427
H -1.332 -0.745 -1.599
H 0.495 0.120 -0.341
H -0.070 -0.131 -0.100
H 0.734 -0.822 0.284
H 1.431 -0.273 -0.136
H 0.395 0.879 0.175
H 1.219 1.193 0.160
H -0.188 -0.874 -1.115
H 0.185 -0.330 0.124

[2]
The following is a DFT calculation (ωB97M-V/def2-TZVPD) of one molecule with the formula C4H6N2OS.

Its SMILES is CSC1=NN=C[C@@H]1O. The total energy is -20106.27143 eV. For the max |F|, the calculation gives 0.855 eV/A. Its HOMO energy is -0.3300 Ha.

Positions of all 14 atoms, in Å:
C (-1.78132, 0.46436, 1.40334)
S (-1.43596, 1.48292, -0.04983)
C (0.12166, 0.86127, -0.54434)
N (0.88169, 1.50093, -1.34862)
N (2.02911, 0.69070, -1.65271)
C (1.93889, -0.40739, -1.01048)
C (0.70369, -0.48531, -0.15896)
O (-0.12616, -1.61000, -0.33180)
H (-1.06886, 0.69255, 2.21004)
H (-1.72902, -0.60851, 1.17106)
H (-2.80029, 0.69626, 1.71942)
H (2.71794, -1.17997, -1.07724)
H (0.99279, -0.47825, 0.92694)
H (-0.44415, -1.61959, -1.25685)

Cartesian forces, eV/Å:
C 0.306 -0.492 0.237
S 0.194 -0.094 -0.105
C -0.115 0.012 0.080
N -0.337 0.237 0.016
N 0.108 -0.423 0.232
C 0.499 -0.203 -0.220
C 0.147 -0.021 0.841
O -0.202 0.006 -0.685
H -0.367 0.000 -0.208
H -0.037 0.429 -0.005
H 0.187 0.102 -0.017
H -0.426 0.406 0.044
H -0.183 0.043 -0.834
H 0.227 -0.002 0.624

[3]
The following is a DFT calculation (ωB97M-V/def2-TZVPD) of H2Na5O2 as an isolated structure at a distorted geometry.

The total energy is -26181.23151 eV. For the max |F|, the calculation gives 1.519 eV/A. Its charge is +3. Its HOMO energy is -0.4819 Ha.

Positions of all 9 atoms, in Å:
Na (3.08519, -0.33380, 3.61183)
Na (-1.55389, -2.63173, -3.05967)
Na (2.73171, 0.89995, -1.80467)
Na (-2.58952, 1.80841, 0.26750)
Na (-2.89201, -3.06321, 2.70061)
O (0.25543, -1.31443, 0.65574)
H (0.38062, -2.27110, 0.50202)
O (0.15868, 3.87861, -1.63634)
H (0.42383, 3.02728, -1.23699)

Cartesian forces, eV/Å:
Na -0.008 -0.032 0.035
Na 0.084 -0.033 -0.164
Na -0.276 0.571 -0.121
Na 0.503 0.782 -0.384
Na 0.141 -0.086 0.130
O -0.407 -0.520 -0.181
H 0.106 0.605 0.149
O -0.240 -1.451 0.378
H 0.097 0.164 0.158

[4]
The following is a DFT calculation (ωB97M-V/def2-TZVPD) of one molecule with the formula C10H13ClSi at a distorted geometry.

Its SMILES is C/C([SiH3])=C(\C)c1ccccc1Cl. The total energy is -30978.54706 eV. For the max |F|, the calculation gives 7.098 eV/A. Its HOMO energy is -0.3005 Ha.

Positions of all 25 atoms, in Å:
C (2.40687, -0.93891, -1.80277)
C (1.38958, -0.79413, -0.77280)
Si (1.52286, -1.97351, 0.69906)
C (0.25109, 0.20342, -0.90424)
C (-0.02932, 0.98268, -2.11963)
C (-0.61389, 0.42448, 0.24916)
C (-0.13218, 1.11592, 1.40884)
C (-0.93652, 1.44903, 2.48218)
C (-2.31776, 1.05118, 2.42848)
C (-2.79639, 0.48537, 1.23479)
C (-1.92515, 0.17368, 0.19954)
Cl (-2.59167, -0.59651, -1.22549)
H (3.21428, -1.62802, -1.64046)
H (1.75380, -1.19678, -2.67302)
H (2.66955, 0.05694, -2.26494)
H (0.52847, -1.92638, 1.84130)
H (2.82882, -1.92061, 1.26747)
H (1.60882, -3.31570, 0.07369)
H (0.86257, 1.07959, -2.77361)
H (-0.63220, 1.86018, -1.93124)
H (-0.65223, 0.21990, -2.68756)
H (0.94337, 1.45631, 1.35484)
H (-0.50220, 2.11114, 3.21826)
H (-3.03067, 1.34641, 3.20201)
H (-3.81990, 0.27431, 1.13614)

Cartesian forces, eV/Å:
C -1.639 1.567 -3.065
C -4.919 4.172 1.883
Si -0.891 -0.088 -0.454
C 5.620 -4.130 1.322
C 0.009 -2.123 -1.637
C 1.855 1.179 1.266
C 1.115 0.025 -0.867
C -1.101 -0.538 -0.925
C 0.901 0.801 -0.997
C 1.209 0.361 1.593
C -2.232 -0.549 -0.160
Cl -0.335 -0.093 0.238
H 0.288 -0.093 -0.012
H 0.880 -1.026 0.040
H 0.707 -0.691 1.078
H 0.258 0.065 -0.729
H 1.088 0.420 0.565
H -0.392 -0.136 0.029
H -0.477 0.619 0.566
H 0.191 0.312 -0.213
H 0.333 1.253 0.096
H -1.326 -0.465 0.240
H -0.302 -0.304 0.442
H 0.338 -0.227 -0.170
H -1.175 -0.313 -0.129